Entry 1:
{"formula": "C2H15NO5", "method": "wB97M-V/def2-TZVPD", "elements": ["C", "C", "N", "H", "H", "H", "H", "H", "H", "H", "O", "H", "H", "O", "H", "H", "O", "H", "H", "O", "H", "H", "O"], "xyz": [[-1.51125, -1.11627, -1.31479], [-0.17019, -0.43492, -1.02152], [-0.26651, 0.96595, -1.24677], [-1.55233, -2.14675, -0.99271], [-2.27107, -0.59168, -0.75249], [-1.69970, -1.08372, -2.40377], [0.10999, -0.64865, 0.05697], [0.62136, -0.84487, -1.65194], [3.55870, 0.45731, -1.42205], [0.63093, 1.39407, -0.98331], [2.64943, 0.47667, -1.10548], [-1.00871, 1.40422, -0.61437], [-2.92205, 1.86852, 0.74552], [-2.32375, 1.22750, 0.34374], [1.22698, 0.10671, 1.39493], [1.02814, 1.50512, 2.23790], [0.58415, 0.89027, 1.65256], [-0.54331, -0.13197, 2.12684], [-1.84627, 0.06838, 1.31092], [-1.31467, -0.62991, 1.78924], [2.52324, -0.17670, -0.35475], [2.52287, -1.58342, 1.35379], [1.97402, -0.97589, 0.85156]], "fmax_ev_per_a": 4.76, "e_above_lowest_ev": 7.850, "spin_multiplicity": 1, "homo_energy_ev": -9.79, "total_energy_ev": -14037.581}



Entry 2:
{"formula": "C2H3ClN2O2", "method": "wB97M-V/def2-TZVPD", "elements": ["N", "N", "C", "O", "C", "O", "Cl", "H", "H", "H"], "xyz": [[-0.25519, 0.59381, -0.13436], [0.21139, -0.72095, 0.22837], [0.30841, -1.74795, -0.66707], [-0.32401, -1.80254, -1.71670], [1.08241, -2.88032, 0.00814], [1.92714, -2.83679, 0.87870], [0.49427, -4.40218, -0.64889], [-0.48845, 1.06194, 0.66940], [-0.87322, 0.80386, -0.83758], [0.84672, -0.69501, 0.97014]], "fmax_ev_per_a": 3.87, "smiles": "NNC(=O)C(=O)Cl", "e_above_lowest_ev": 0.809, "spin_multiplicity": 1, "homo_energy_ev": -9.40, "total_energy_ev": -21718.872}



Entry 3:
{"formula": "C24H53N9O7PS2", "method": "wB97M-V/def2-TZVPD", "elements": ["C", "C", "C", "C", "C", "N", "P", "N", "O", "C", "S", "N", "S", "H", "H", "H", "H", "H", "H", "H", "H", "H", "H", "H", "C", "C", "O", "N", "C", "H", "H", "H", "H", "H", "H", "H", "C", "C", "O", "N", "C", "H", "H", "H", "H", "H", "H", "H", "C", "C", "O", "N", "C", "H", "H", "H", "H", "H", "H", "H", "C", "C", "O", "N", "C", "H", "H", "H", "H", "H", "H", "H", "C", "C", "O", "N", "C", "H", "H", "H", "H", "H", "H", "H", "C", "C", "O", "N", "C", "H", "H", "H", "H", "H", "H", "H"], "xyz": [[0.93048, -2.75269, 0.14924], [0.22922, -1.71438, 0.59603], [-0.97440, -1.89776, 1.49372], [-2.33081, -1.58269, 0.90395], [-3.47081, -2.15668, 1.36880], [-4.53861, -1.63595, 0.64484], [-6.30529, -2.03131, 0.89382], [-6.61681, -2.95367, -0.52840], [-6.22387, -3.15393, 2.06542], [-4.05785, -0.77458, -0.23324], [-4.97415, 0.19583, -1.36666], [-2.71073, -0.70721, -0.09998], [-1.63705, 0.29179, -0.99417], [0.85139, -3.72456, 0.62350], [1.57411, -2.61097, -0.70917], [0.52948, -0.70233, 0.35086], [-0.87866, -1.34724, 2.43507], [-1.01891, -2.95677, 1.75579], [-3.61454, -2.86450, 2.16487], [-6.67889, -3.93125, -0.22860], [-5.79423, -2.91830, -1.12925], [-5.65913, -3.90458, 1.81254], [-4.86033, -0.59505, -2.44989], [-1.95799, 1.50906, -0.47185], [-2.50102, 5.93110, -0.64407], [-2.64813, 4.54139, -0.08131], [-1.86065, 3.64614, -0.37796], [-3.67604, 4.31177, 0.76736], [-4.69083, 5.24735, 1.22368], [-1.63577, 5.94909, -1.29919], [-3.38401, 6.20785, -1.22049], [-2.35156, 6.65667, 0.15577], [-3.71471, 3.36648, 1.11351], [-4.64926, 5.33942, 2.30921], [-5.68121, 4.88696, 0.94390], [-4.53814, 6.22603, 0.78370], [1.10720, 3.22937, 0.04248], [2.05174, 2.05102, 0.04766], [1.65927, 0.92999, -0.28103], [3.32789, 2.25642, 0.42487], [3.96301, 3.49904, 0.84139], [0.14332, 2.87544, -0.28475], [1.00440, 3.64644, 1.04543], [1.44557, 4.00742, -0.64262], [3.89623, 1.42381, 0.40360], [4.79548, 3.71588, 0.17841], [4.35094, 3.38153, 1.85421], [3.25432, 4.32140, 0.82498], [8.83400, 2.29205, -0.31365], [8.05294, 3.45896, 0.24077], [6.84560, 3.57510, 0.04952], [8.73084, 4.37867, 0.95972], [10.14965, 4.40892, 1.28899], [8.15196, 1.64959, -0.86212], [9.61369, 2.63818, -0.99242], [9.29029, 1.71595, 0.49167], [8.15192, 5.13042, 1.29952], [10.26924, 4.40245, 2.37304], [10.60201, 5.32083, 0.89884], [10.66139, 3.54820, 0.87206], [-6.33657, -6.43220, -2.72558], [-7.46983, -6.70603, -1.76729], [-7.26438, -7.06103, -0.61147], [-8.73154, -6.54211, -2.22313], [-9.16562, -6.12625, -3.54548], [-5.39488, -6.61396, -2.21590], [-6.39432, -7.09077, -3.59177], [-6.36372, -5.39308, -3.05947], [-9.43886, -6.74607, -1.53379], [-9.75754, -5.21320, -3.47173], [-9.78394, -6.90379, -3.99438], [-8.31473, -5.94112, -4.19158], [-4.73984, -10.86291, 2.50347], [-5.37775, -10.29370, 1.25593], [-5.12555, -10.73362, 0.14617], [-6.25000, -9.26348, 1.41127], [-6.66361, -8.61632, 2.63713], [-4.07562, -11.67017, 2.21146], [-4.15876, -10.10056, 3.02424], [-5.49834, -11.25939, 3.17937], [-6.64204, -8.92286, 0.54401], [-7.74428, -8.70406, 2.76188], [-6.41190, -7.55363, 2.60063], [-6.17579, -9.06296, 3.49727], [12.64461, 7.69664, -1.41590], [11.51325, 7.73327, -0.41699], [11.62579, 7.25727, 0.70389], [10.35184, 8.31834, -0.80643], [10.03712, 8.92927, -2.08462], [13.49352, 7.20138, -0.95533], [12.35409, 7.14101, -2.30832], [12.94004, 8.70641, -1.70210], [9.63935, 8.31319, -0.09380], [9.77440, 9.97843, -1.94199], [9.18800, 8.41980, -2.54270], [10.88412, 8.87067, -2.75896]], "fmax_ev_per_a": 1.56, "charge": 1, "spin_multiplicity": 1, "homo_energy_ev": -10.48, "total_energy_ev": -84446.789}